No. 1
DFT (ωB97M-V with the def2-TZVPD basis set) results for IK as an isolated structure.

Output
**Molar mass**: 166.002 g/mol
**2S+1**: 1
**Energy above the lowest of the compared OMol25 structures with the same formula, charge and spin**: 0.30 kcal per mole
**Strongest force on any atom**: 0.00652 Eh/bohr

The geometry in XYZ format:
```
2
Properties=species:S:1:pos:R:3:forces:R:3
K -1.04047 0.47290 -0.96941 -0.2323 0.1073 -0.2167
I 1.04047 -0.47290 0.96941 0.2323 -0.1073 0.2167
```
Positions in Å, forces in eV/Å.

And the Löwdin charges, in e, turn out to be:
1. K 0.491
2. I -0.491


No. 2
DFT (ωB97M-V with the def2-TZVPD basis set) results for ILi2 as an isolated structure.

Output
**Molar mass**: 140.786 g/mol
**Net charge**: +1
**2S+1**: 1
**Energy above the lowest of the compared OMol25 structures with the same formula, charge and spin**: 4.60 kcal per mole
**Strongest force on any atom**: 0.01452 Eh/bohr

The geometry in XYZ format:
```
3
Properties=species:S:1:pos:R:3:forces:R:3
Li 1.13658 -2.20900 0.79372 -0.1611 0.6950 -0.2196
Li -1.66211 1.62960 -0.71343 0.0118 -0.0166 0.0050
I 0.52554 0.57940 -0.08030 0.1493 -0.6784 0.2145
```
Positions in Å, forces in eV/Å.

And the Löwdin charges, in e, turn out to be:
1. Li 0.732
2. Li 0.593
3. I -0.325


No. 3
DFT (ωB97M-V with the def2-TZVPD basis set) results for ILi3 as an isolated structure.

Output
**Molar mass**: 147.727 g/mol
**Net charge**: +2
**2S+1**: 1
**Energy above the lowest of the compared OMol25 structures with the same formula, charge and spin**: 19.64 kcal per mole
**Strongest force on any atom**: 0.01570 Eh/bohr

The geometry in XYZ format:
```
4
Properties=species:S:1:pos:R:3:forces:R:3
Li 1.39244 2.19708 -0.81180 -0.0206 0.3853 0.1922
Li -1.68454 -1.56342 1.09796 -0.5809 -0.1181 0.5478
I -0.19090 0.51259 0.77329 0.2694 -0.0172 -0.3681
Li 0.48300 -1.14625 -1.05945 0.3322 -0.2501 -0.3719
```
Positions in Å, forces in eV/Å.

And the Löwdin charges, in e, turn out to be:
1. Li 0.755
2. Li 0.686
3. I -0.093
4. Li 0.651


No. 4
DFT (ωB97M-V with the def2-TZVPD basis set) results for IMg as an isolated structure.

Output
**Molar mass**: 151.209 g/mol
**Net charge**: +1
**2S+1**: 1
**Energy above the lowest of the compared OMol25 structures with the same formula, charge and spin**: 82.07 kcal per mole
**Strongest force on any atom**: 0.01913 Eh/bohr

The geometry in XYZ format:
```
2
Properties=species:S:1:pos:R:3:forces:R:3
Mg -0.73182 -0.81819 1.96746 0.3199 0.3569 -0.8588
I 0.73182 0.81819 -1.96746 -0.3199 -0.3569 0.8588
```
Positions in Å, forces in eV/Å.

And the Löwdin charges, in e, turn out to be:
1. Mg 0.943
2. I 0.057


No. 5
DFT (ωB97M-V with the def2-TZVPD basis set) results for IN2O6Sr as an isolated structure at a distorted geometry.

Output
**Molar mass**: 338.532 g/mol
**Net charge**: -1
**2S+1**: 1
**E**: -889.32382 a.u.
**Strongest force on any atom**: 0.05588 Eh/bohr

The geometry in XYZ format:
```
10
Properties=species:S:1:pos:R:3:forces:R:3
O 2.39427 1.02652 0.52532 -0.1308 -0.7341 -0.3445
O -1.32926 -0.54551 1.33155 -0.1813 -0.9427 -0.3692
O 1.76578 -0.29258 -1.06684 -0.7041 -1.3393 -0.5848
O -2.74194 1.08903 1.02621 -0.5057 -0.2998 0.2404
O 2.68211 1.66418 -1.50266 -0.7396 -1.6045 0.1233
N 2.27578 0.79790 -0.68684 1.0723 2.4951 0.9381
I -2.65729 -3.55144 -0.65131 -0.1306 -0.4276 -0.2192
Sr -0.07544 -2.10917 -0.25870 0.3491 2.4221 0.5950
N -1.62718 0.63071 0.89908 2.0488 1.1862 -0.5100
O -0.68681 1.29036 0.38419 -1.0780 -0.7554 0.1309
```
Positions in Å, forces in eV/Å.

Atom charges from the Löwdin analysis, given in e for atoms 1 to 5:
1. O -0.039
2. O -0.283
3. O -0.236
4. O 0.015
5. O -0.046


No. 6
DFT (ωB97M-V with the def2-TZVPD basis set) results for LiN5O15 as an isolated structure at a distorted geometry.

Output
**Molar mass**: 316.961 g/mol
**Net charge**: -4
**2S+1**: 1
**Energy above the lowest of the compared OMol25 structures with the same formula, charge and spin**: 0.00 kcal per mole
**Strongest force on any atom**: 0.04145 Eh/bohr

The geometry in XYZ format:
```
21
Properties=species:S:1:pos:R:3:forces:R:3
N 1.56222 -0.70632 2.27175 -0.4419 0.9506 -0.6011
Li -0.15418 0.36863 -0.98919 0.1694 -0.4542 0.3059
N -2.41690 1.58647 -1.52858 0.9173 -0.9716 -1.0229
O -3.38002 2.32577 -1.74529 -0.8048 0.4598 0.1278
O 0.64219 -3.80447 -0.25123 -0.8190 -0.5882 0.7055
O 0.99442 -0.32096 1.25050 -0.2003 0.1843 -0.5128
N 2.94815 0.46488 -2.04984 -0.7323 0.2809 -0.3017
O 1.76413 0.75845 -1.77628 0.1627 -0.0114 -0.1731
O 0.68387 -2.08556 -1.50504 -0.0716 0.5743 -0.0953
O 1.58563 0.06300 3.26876 0.5383 -0.4204 0.5445
O -1.88525 0.60822 1.29320 -0.2181 0.7115 0.1929
O -2.70797 2.44874 2.18845 0.1820 -0.1765 -0.7848
O 3.87017 1.02388 -1.43317 0.5689 0.1107 0.1963
O -2.52893 0.36638 -1.35483 -0.5689 0.0095 0.0127
O -1.08131 -2.43569 -0.36070 -0.6373 -0.5557 0.8659
N -2.13611 1.31138 2.26854 -0.4038 0.1061 1.4217
O -1.24433 2.03467 -1.62145 0.4179 0.5407 0.3002
O 2.10675 -1.82127 2.27613 0.5485 -0.6297 0.8253
O -1.88555 0.91129 3.44044 -0.0067 -0.2626 -0.2415
O 3.20185 -0.32471 -2.98359 0.1150 -0.0183 -0.0722
N 0.06116 -2.77280 -0.65860 1.2850 0.1602 -1.6932
```
Positions in Å, forces in eV/Å.

Atom charges from the Löwdin analysis, given in e for atoms 1 to 5:
1. N -0.641
2. Li 0.690
3. N -0.638
4. O -0.091
5. O -0.126


No. 7
DFT (ωB97M-V with the def2-TZVPD basis set) results for a single N2O3S molecule at a distorted geometry.

Output
**Molar mass**: 108.078 g/mol
**2S+1**: 1
**Energy above the lowest of the compared OMol25 structures with the same formula, charge and spin**: 37.64 kcal per mole
**Strongest force on any atom**: 0.27571 Eh/bohr

The geometry in XYZ format:
```
6
Properties=species:S:1:pos:R:3:forces:R:3
O 1.52993 0.09910 -1.12498 -3.9459 1.7952 2.2461
O 0.50755 0.87095 1.04259 0.1335 0.6410 -1.2579
S 0.34811 0.64852 -0.36928 5.6012 -0.6358 -0.8157
N -1.03749 -1.58880 1.23423 4.9662 4.7423 -10.1492
O -0.80909 1.06620 -1.03851 -0.7276 0.5915 -0.6902
N -0.53901 -1.09598 0.25594 -6.0274 -7.1342 10.6668
```
Positions in Å, forces in eV/Å.

Atom charges from the Löwdin analysis, given in e for atoms 1 to 5:
1. O -0.287
2. O -0.278
3. S 0.567
4. N 0.223
5. O -0.240


No. 8
DFT (ωB97M-V with the def2-TZVPD basis set) results for a single N2O3S molecule at a distorted geometry.

Output
**SMILES**: O=NS(=O)#[N+][O-]
**Molar mass**: 108.078 g/mol
**2S+1**: 1
**Energy above the lowest of the compared OMol25 structures with the same formula, charge and spin**: 173.41 kcal per mole
**Strongest force on any atom**: 0.15753 Eh/bohr

The geometry in XYZ format:
```
6
Properties=species:S:1:pos:R:3:forces:R:3
O 2.34820 0.01681 -0.27363 -6.4876 0.3363 2.6225
N -0.27559 1.19527 -0.23592 -2.3104 1.9481 -1.0010
O -1.41627 1.04145 0.10317 1.4566 0.9768 -0.2003
O -1.31609 -1.14409 0.09863 1.5888 -0.8051 -0.2279
N -0.14672 -1.18409 -0.16250 -2.3374 -2.3618 -0.7930
S 0.80648 0.07463 0.47025 8.0900 -0.0943 -0.4004
```
Positions in Å, forces in eV/Å.

Atom charges from the Löwdin analysis, given in e for atoms 1 to 5:
1. O -0.521
2. N -0.218
3. O -0.033
4. O -0.022
5. N -0.214


No. 9
DFT (ωB97M-V with the def2-TZVPD basis set) results for a 2-piece molecular cluster, N2O4S3 overall at a distorted geometry.

Output
**Molar mass**: 188.211 g/mol
**2S+1**: 1
**Energy above the lowest of the compared OMol25 structures with the same formula, charge and spin**: 114.20 kcal per mole
**Strongest force on any atom**: 0.08201 Eh/bohr

The geometry in XYZ format:
```
9
Properties=species:S:1:pos:R:3:forces:R:3
S -0.28153 2.65939 0.07774 0.6771 -1.1648 0.1544
O 0.78939 -0.50632 0.16233 -0.7120 -0.4192 0.4589
O -2.03952 -0.07447 1.37004 -0.1620 0.7420 4.1480
S -0.97666 1.21131 -0.93354 -0.7157 -0.0012 0.4354
S 2.35523 1.42676 0.60507 -0.6501 0.3964 -0.3104
O 2.50592 -0.52022 -1.09180 0.7871 0.0393 -0.2973
O -2.40100 -1.01512 -0.50182 -0.7029 -0.9741 -0.9298
N 1.85013 -0.05334 -0.20474 -0.1005 0.3471 0.0730
N -2.02367 -0.17954 0.23771 1.5790 1.0345 -3.7322
```
Positions in Å, forces in eV/Å.

Atom charges from the Löwdin analysis, given in e for atoms 1 to 5:
1. S 0.217
2. O -0.139
3. O 0.120
4. S 0.454
5. S 0.680


No. 10
DFT (ωB97M-V with the def2-TZVPD basis set) results for a 2-piece molecular cluster, N2O6 overall at a distorted geometry.

Output
**Molar mass**: 124.008 g/mol
**2S+1**: 3
**Energy above the lowest of the compared OMol25 structures with the same formula, charge and spin**: 0.00 kcal per mole
**Strongest force on any atom**: 0.10003 Eh/bohr

The geometry in XYZ format:
```
8
Properties=species:S:1:pos:R:3:forces:R:3
N -1.93381 0.09300 -0.23557 1.7794 -0.9832 2.6738
O -1.75730 0.56931 -1.27296 -0.0088 1.0548 -2.5548
O 2.57588 0.65523 -0.45169 2.1371 0.4440 -0.2475
N 1.94976 -0.13407 0.22148 -2.0916 0.4354 -1.1679
O -2.90478 -0.18706 0.39144 -2.5574 -0.2739 0.3603
O 0.69917 0.31346 -0.07955 5.1330 -0.3046 0.1414
O -0.91470 -0.23958 0.55928 -3.8104 -1.1535 0.9855
O 2.28579 -1.07029 0.86757 -0.5814 0.7810 -0.1909
```
Positions in Å, forces in eV/Å.

Atom charges from the Löwdin analysis, given in e for atoms 1 to 5:
1. N -0.532
2. O 0.200
3. O 0.190
4. N -0.449
5. O 0.183


No. 11
DFT (ωB97M-V with the def2-TZVPD basis set) results for a single N2P2S molecule at a distorted geometry.

Output
**SMILES**: P#P=NN=S
**Molar mass**: 122.029 g/mol
**2S+1**: 1
**Energy above the lowest of the compared OMol25 structures with the same formula, charge and spin**: 89.24 kcal per mole
**Strongest force on any atom**: 0.09425 Eh/bohr

The geometry in XYZ format:
```
5
Properties=species:S:1:pos:R:3:forces:R:3
N -0.44361 -1.16567 -0.55003 0.3267 3.1606 3.0086
P 0.49147 2.36528 1.80643 0.2537 -0.9898 -1.4853
N -0.34777 -0.33085 0.25322 -1.7874 -4.1887 -1.6574
S -0.43255 -2.12624 -1.72441 0.0038 -1.0900 -1.2604
P 0.73245 1.25748 0.21479 1.2032 3.1078 1.3944
```
Positions in Å, forces in eV/Å.

And the Löwdin charges, in e, turn out to be:
1. N -0.747
2. P 0.072
3. N -0.203
4. S 0.716
5. P 0.162


No. 12
DFT (ωB97M-V with the def2-TZVPD basis set) results for N2P2S as an isolated structure at a distorted geometry.

Output
**Molar mass**: 122.029 g/mol
**2S+1**: 3
**Energy above the lowest of the compared OMol25 structures with the same formula, charge and spin**: 4.22 kcal per mole
**Strongest force on any atom**: 0.02342 Eh/bohr

The geometry in XYZ format:
```
5
Properties=species:S:1:pos:R:3:forces:R:3
N 1.36585 0.51315 -0.10388 -0.1939 -1.0252 -0.3742
P -1.67939 -0.47851 -0.38170 0.3280 0.5154 -1.0378
S 0.96022 -0.99068 -0.38798 0.0995 0.0621 0.1940
N -2.35337 -1.03742 0.79634 -0.4714 -0.5050 0.9844
P 1.70669 1.99346 0.07723 0.2379 0.9526 0.2336
```
Positions in Å, forces in eV/Å.

And the Löwdin charges, in e, turn out to be:
1. N -1.137
2. P 0.540
3. S 0.454
4. N -0.492
5. P 0.636